78
Properties=species:S:1:pos:R:3:mulliken_charge:R:1 method="wB97M-V/def2-TZVPD" e_homo_ev=-4.76 lumo_energy_ev=2.63 charge=-1
Ir 0.321 -0.225 -0.521 2.319
C 4.054 -1.306 1.906 -2.089
C 2.769 -0.606 1.551 0.937
O 1.927 -1.239 0.916 -0.390
C 2.501 0.756 2.064 1.555
C 3.458 1.331 2.918 -1.437
C 3.341 2.599 3.437 -0.988
C 2.223 3.357 3.070 -0.484
C 1.265 2.834 2.242 -1.103
C 1.337 1.511 1.726 0.396
O 0.310 1.125 1.034 -0.230
H 4.065 -2.257 1.380 0.393
H 4.112 -1.485 2.983 0.360
H 4.907 -0.704 1.597 0.444
H 4.328 0.743 3.179 0.369
H 4.098 3.001 4.098 0.378
H 2.113 4.372 3.438 0.419
H 0.401 3.417 1.948 0.351
C 0.362 -2.524 3.404 -1.311
C -0.401 -1.230 3.111 0.996
C -1.746 -1.501 2.499 0.210
C -2.870 -1.488 3.315 -0.756
C -4.131 -1.780 2.820 -1.137
C -4.275 -2.091 1.483 -0.520
C -3.178 -2.120 0.624 0.776
C -3.446 -2.418 -0.835 -0.707
C -3.739 -3.896 -1.104 -1.391
C -1.906 -1.824 1.143 -1.081
N -0.796 -1.793 0.233 1.462
C -0.514 -2.916 -0.371 -0.301
C 0.249 -2.868 -1.562 -0.155
C 0.692 -3.787 -2.520 -1.148
C 1.250 -3.020 -3.543 -0.822
C 1.128 -1.670 -3.168 -0.529
N 0.520 -1.583 -1.982 0.522
H 1.290 -2.310 3.940 0.372
H 0.631 -3.032 2.477 0.234
H -0.237 -3.205 4.015 0.347
H 0.180 -0.601 2.447 -1.222
H -0.548 -0.673 4.039 0.738
H -2.742 -1.243 4.363 0.421
H -4.995 -1.755 3.473 0.388
H -5.260 -2.298 1.076 0.466
H -2.618 -2.089 -1.458 -0.079
H -4.316 -1.829 -1.139 0.657
H -2.883 -4.525 -0.857 0.286
H -3.980 -4.060 -2.156 0.402
H -4.584 -4.242 -0.504 0.396
H -0.923 -3.848 0.008 0.749
H 0.599 -4.861 -2.471 0.504
H 1.691 -3.379 -4.460 0.440
H 1.430 -0.786 -3.707 0.393
O 3.818 0.306 -0.321 -0.582
C 3.227 0.921 -1.195 0.139
C 3.987 1.764 -2.203 -0.655
C 2.897 2.474 -2.972 -0.633
C 1.634 1.745 -2.533 0.057
O 0.590 1.866 -3.131 -0.505
N 1.875 0.938 -1.431 -0.104
H 4.558 1.077 -2.831 0.245
H 4.698 2.401 -1.680 0.340
H 2.991 2.422 -4.055 0.331
H 2.785 3.525 -2.698 0.250
C -1.587 0.572 -0.878 -0.637
C -1.788 1.957 -1.373 -0.064
C -1.761 3.040 -0.492 0.084
C -1.941 4.336 -0.941 -1.093
C -2.185 4.572 -2.293 0.544
C -2.255 3.498 -3.181 -0.957
C -2.059 2.215 -2.718 -0.102
C -2.359 5.917 -2.767 0.104
N -2.501 6.996 -3.144 -0.617
H -2.098 -0.106 -1.561 0.036
H -1.983 0.496 0.133 0.402
H -1.573 2.851 0.557 0.417
H -1.903 5.169 -0.250 0.431
H -2.447 3.681 -4.230 0.412
H -2.087 1.386 -3.413 0.356